(1)
Entry from OMol25: the molecule C4H4F2 in a non-equilibrium geometry (the ωB97M-V functional and the def2-TZVPD basis).

Summary:
- Gap between HOMO and LUMO (spin up / spin down): 0.3575 / 0.3006 Ha
- E_LUMO (spin up / spin down): -0.068 / -0.720 eV

```
! wB97M-V def2-TZVPD RIJCOSX def2/J DEFGRID3
* xyz 0 1
F 3.6639 -1.1814 -0.0201
H -0.5224 -0.9580 -1.1917
C 0.3690 0.6081 0.1913
C 1.9026 0.4813 0.0011
H 0.1261 1.2928 -0.5916
H 0.3741 0.9853 1.2635
H -0.5524 -1.2330 0.6503
C 2.4474 -0.7017 0.1732
F 2.6205 1.6604 -0.1022
C -0.2064 -0.7253 -0.2131
*
```

***

(2)
Entry from OMol25: the molecule C4H4F2 in a non-equilibrium geometry (the ωB97M-V functional and the def2-TZVPD basis).

Summary:
- Gap between HOMO and LUMO: 0.4078 Ha
- SMILES: C=C1CC1(F)F
- E_LUMO: 0.538 eV

```
! wB97M-V def2-TZVPD RIJCOSX def2/J DEFGRID3
* xyz 0 1
C -0.3048 -0.1339 -0.2792
H -2.2300 0.4805 -0.9820
C 0.0471 -0.2445 1.1929
F 1.9148 -1.1837 -0.2547
C 1.0870 -0.1926 0.0181
F 1.8090 1.1041 -0.0606
H 0.1723 0.6955 1.8431
H -0.9739 0.3242 -2.1305
H -0.2928 -1.0865 1.8075
C -1.2287 0.2368 -1.1547
*
```

***

(3)
Entry from OMol25: the molecule C4H4FN3 in a non-equilibrium geometry (the ωB97M-V functional and the def2-TZVPD basis).

Summary:
- Gap between HOMO and LUMO: 0.3430 Ha
- SMILES: [H]/N=C\N/C=C(/F)C#N
- E_LUMO: 0.054 eV

```
! wB97M-V def2-TZVPD RIJCOSX def2/J DEFGRID3
* xyz 0 1
H -3.2311 -0.5437 -0.0643
H -1.7043 -2.0890 0.0601
H 0.3933 -2.2825 0.1033
F 2.3685 -0.9220 -0.0181
N -2.0913 1.1386 -0.0232
C 1.1198 -0.3449 -0.0057
N 1.0784 2.2549 -0.0008
N -1.2876 -1.1699 -0.0613
H -1.1090 1.3857 -0.0367
C 0.0917 -1.2432 0.0303
C -2.2332 -0.1269 0.0634
C 1.0947 1.0922 0.0282
*
```

***

(4)
Entry from OMol25: the molecule C4H4FNO in a non-equilibrium geometry (the ωB97M-V functional and the def2-TZVPD basis).

Summary:
- Gap between HOMO and LUMO: 0.3960 Ha
- SMILES: O=C1C=C(F)CN1
- E_LUMO: 0.799 eV

```
! wB97M-V def2-TZVPD RIJCOSX def2/J DEFGRID3
* xyz 0 1
C 0.4377 1.0213 0.5932
N 1.0738 -0.1835 0.7412
C -0.6317 0.7543 -0.4088
C 0.4351 -1.3250 0.0793
H -1.3991 1.5184 -0.6589
H 0.0801 -2.0149 0.8237
O 0.7515 2.0274 1.1419
F -1.4209 -1.2808 -1.4554
H 1.8011 -0.2995 1.3960
C -0.6412 -0.5758 -0.6357
H 1.1775 -1.8605 -0.5533
*
```

***

(5)
Entry from OMol25: the molecule C4H4FNO2 in a non-equilibrium geometry (the ωB97M-V functional and the def2-TZVPD basis).

Summary:
- Gap between HOMO and LUMO: 0.4005 Ha
- SMILES: N#C[C@](F)(C=O)CO
- E_LUMO: -0.168 eV

```
! wB97M-V def2-TZVPD RIJCOSX def2/J DEFGRID3
* xyz 0 1
H 0.2515 1.6815 1.3521
H 0.7286 -0.2010 -1.7592
C 1.0744 -0.5164 -0.7566
O -0.9090 1.9747 -0.2885
O 2.3465 -0.1000 -0.3598
C -0.1747 1.3534 0.4670
N -2.4326 -1.0678 -0.5117
C -0.0549 -0.1406 0.2107
F 0.4150 -0.7866 1.4111
C -1.3587 -0.7979 -0.1644
H 1.1316 -1.5592 -0.8677
H 2.7648 0.2437 -1.1965
*
```

***

(6)
Entry from OMol25: the molecule C4H4FNOS in a non-equilibrium geometry (the ωB97M-V functional and the def2-TZVPD basis).

Summary:
- Gap between HOMO and LUMO: 0.2599 Ha
- SMILES: N/C(C=O)=C(/F)C=S
- E_LUMO: -1.609 eV

```
! wB97M-V def2-TZVPD RIJCOSX def2/J DEFGRID3
* xyz 0 1
S -2.4720 -0.6707 -0.0106
C 0.7796 -0.1803 -0.0062
C 2.2340 0.1438 -0.0233
H -2.1403 1.6607 0.2027
H 2.4968 1.2134 0.0330
C -1.5687 0.7504 0.0100
F 0.3024 2.0895 0.0002
C -0.1828 0.8228 -0.0306
H 1.2918 -2.0960 0.1087
N 0.5151 -1.5056 0.0237
H -0.5053 -1.7964 -0.0670
O 3.0637 -0.7172 0.0031
*
```

***

(7)
Entry from OMol25: the molecule C4H4FNS in a non-equilibrium geometry (the ωB97M-V functional and the def2-TZVPD basis).

Summary:
- Gap between HOMO and LUMO: 0.3493 Ha
- SMILES: F[C@@H]1[C@H]2C=NS[C@@H]12
- E_LUMO: 0.693 eV

```
! wB97M-V def2-TZVPD RIJCOSX def2/J DEFGRID3
* xyz 0 1
H 0.8979 -1.2054 1.0137
C 0.5766 0.9287 0.1203
H -1.5558 0.3830 0.3627
C -0.2254 -0.9754 -1.1084
H 1.3491 1.3887 1.0056
S 0.5813 1.3753 -1.6387
N -0.2366 -0.0053 -1.9441
F -0.6402 0.3690 2.2830
C 0.3959 -0.6570 0.3259
H -0.5536 -2.0207 -1.3340
C -0.5892 0.4192 0.9140
*
```

***

(8)
Entry from OMol25: a structure of composition C4H4GdO5 in a non-equilibrium geometry (the ωB97M-V functional and the def2-TZVPD basis).

Summary:
- Gap between HOMO and LUMO (spin up / spin down): 0.2917 / 0.2220 Ha
- <S²>: 16.3630
- E_LUMO (spin up / spin down): -5.519 / -6.645 eV

```
! wB97M-V def2-TZVPD RIJCOSX def2/J DEFGRID3
* xyz 1 8
C 4.7282 -1.7436 -3.9453
H 5.8150 -1.6939 -3.8122
O -1.1673 -1.3269 -3.0354
C 3.1776 -3.1312 -3.0022
O -0.4540 -2.4405 -1.2017
H 4.3256 -0.7468 -4.1678
O 4.1670 -2.2383 -2.7169
Gd 1.3864 -3.9579 -1.2767
O 1.3894 -2.4187 -2.9651
H 3.6728 -2.3833 -5.7759
C -0.4018 -1.8664 -2.3013
O 3.5169 -3.7189 -4.1817
H 5.1329 -3.3533 -5.4013
C 4.2924 -2.7964 -4.9697
*
```

***

(9)
Entry from OMol25: a structure of composition C4H4HoLiO2 in a non-equilibrium geometry (the ωB97M-V functional and the def2-TZVPD basis).

Summary:
- Gap between HOMO and LUMO (spin up / spin down): 0.2544 / 0.2579 Ha
- <S²>: 6.0028
- E_LUMO (spin up / spin down): -8.604 / -8.510 eV

```
! wB97M-V def2-TZVPD RIJCOSX def2/J DEFGRID3
* xyz 2 5
H 0.3285 -2.4889 0.4724
Ho 3.1434 1.8381 -1.2471
O 2.3649 0.0977 -0.1981
O -1.7417 1.3328 -0.5938
C 0.6873 -1.6901 -0.1816
H -4.2332 1.6027 1.3504
Li -3.2483 2.2920 0.0876
H 1.3664 -0.4726 1.5291
C -0.9978 0.4300 -0.3451
H 1.0395 -2.0033 -1.1677
C -0.0800 -0.4176 -0.1387
C 1.3710 -0.5206 0.4326
*
```

***

(10)
Entry from OMol25: the molecule C4H4I2N2 in a non-equilibrium geometry (the ωB97M-V functional and the def2-TZVPD basis).

Summary:
- Gap between HOMO and LUMO (spin up / spin down): 0.2563 / 0.2562 Ha
- E_LUMO (spin up / spin down): -0.561 / -0.563 eV

```
! wB97M-V def2-TZVPD RIJCOSX def2/J DEFGRID3
* xyz 0 1
H -1.0273 2.2060 -0.1556
N -0.3659 0.2500 -0.1247
H -2.1319 0.9575 -1.1569
C -1.4908 1.1683 -0.2453
N 0.7886 0.8416 -0.3483
C 1.9039 -1.1801 0.0883
C -0.5919 -0.9711 0.1620
H -2.0310 0.9560 0.7162
I 2.4448 -2.9908 0.8519
I -2.1682 -1.9821 0.8995
H 2.7590 0.6180 -0.5283
C 1.9109 0.1267 -0.1588
*
```

***

(11)
Entry from OMol25: the molecule C4H4IN in a non-equilibrium geometry (the ωB97M-V functional and the def2-TZVPD basis).

Summary:
- Gap between HOMO and LUMO (spin up / spin down): 0.2526 / 0.2331 Ha
- E_LUMO (spin up / spin down): -1.256 / -1.645 eV

```
! wB97M-V def2-TZVPD RIJCOSX def2/J DEFGRID3
* xyz 0 1
I 3.0369 0.3550 -0.1862
H -1.8671 0.5008 -1.3411
H 0.6732 -2.4772 0.3546
C -1.0475 0.2053 -0.5531
C 1.6161 -0.7769 0.7257
C -0.8779 1.2447 0.2967
C 0.6359 -1.4661 0.0365
H -1.4597 2.1604 0.0564
H -0.3318 1.1927 1.1541
N -0.3781 -0.9386 -0.5436
*
```

***

(12)
Entry from OMol25: a cluster of 2 separate species, C4H4IN3 in total in a non-equilibrium geometry (the ωB97M-V functional and the def2-TZVPD basis).

Summary:
- Gap between HOMO and LUMO (spin up / spin down): 0.1914 / 0.1911 Ha
- E_LUMO (spin up / spin down): -3.855 / -3.857 eV

```
! wB97M-V def2-TZVPD RIJCOSX def2/J DEFGRID3
* xyz 0 1
C 0.9982 -0.1470 0.3743
H 1.3067 0.2208 1.4394
H -0.4007 1.6301 0.5646
N -0.9560 2.6447 -3.0448
H 0.5469 -1.2099 0.3388
H -1.3217 0.1049 0.1109
C -0.2931 0.6539 -0.0610
I -0.9300 -1.5045 -3.3045
N 1.4593 0.5475 -1.7089
C -0.4147 1.8510 -2.4329
C 0.1980 0.9644 -1.4639
N 1.9809 -0.0284 -0.6623
*
```

***

(13)
Entry from OMol25: a structure of composition C4H4InLiO5 in a non-equilibrium geometry (the ωB97M-V functional and the def2-TZVPD basis).

Summary:
- Gap between HOMO and LUMO (spin up / spin down): 0.3238 / 0.2684 Ha
- <S²>: 0.7600
- E_LUMO (spin up / spin down): -4.246 / -6.653 eV

```
! wB97M-V def2-TZVPD RIJCOSX def2/J DEFGRID3
* xyz 1 2
C -1.4272 -0.5182 0.3271
O -1.7312 0.7622 0.2210
C 0.7832 -0.6108 -1.8314
Li -0.7288 -2.0941 -1.6588
O -2.0047 -1.3977 -0.2811
O 1.0835 -1.8875 -1.6414
C -0.8080 1.5662 0.9756
H -0.4715 2.3885 0.3374
H -1.3283 1.9580 1.8562
H 1.2382 0.7811 0.7834
O 1.8131 0.1189 -2.0446
O -0.3418 -0.7163 1.0457
H 0.5827 0.5366 2.3861
C 0.3099 0.5781 1.3277
In 3.0310 -1.4651 -1.8027
*
```

***

(14)
Entry from OMol25: a structure of composition C4H4InLiO5 in a non-equilibrium geometry (the ωB97M-V functional and the def2-TZVPD basis).

Summary:
- Gap between HOMO and LUMO (spin up / spin down): 0.2685 / 0.1172 Ha
- <S²>: 0.7540
- E_LUMO (spin up / spin down): -3.981 / -8.093 eV

```
! wB97M-V def2-TZVPD RIJCOSX def2/J DEFGRID3
* xyz 1 2
O 1.1863 1.2398 3.0720
C -0.0120 -0.9326 -1.1572
C -0.1191 0.9693 2.7473
H -1.2577 0.0436 1.1120
H -0.7180 1.8929 2.5748
O -1.1529 -0.8195 -1.6758
Li 2.1699 1.5354 1.6139
O 0.5337 -2.0537 -0.9868
O 0.5842 0.7816 0.4777
C 0.7412 0.3283 -0.7633
H 0.1928 -0.8838 1.6594
H -0.6686 0.4000 3.5313
O 1.5557 0.8568 -1.4846
In -1.1516 -2.8427 -1.7908
C -0.2280 0.1159 1.4878
*
```

***

(15)
Entry from OMol25: a structure of composition C4H4InO5 in a non-equilibrium geometry (the ωB97M-V functional and the def2-TZVPD basis).

Summary:
- Gap between HOMO and LUMO (spin up / spin down): 0.3263 / 0.2048 Ha
- E_LUMO (spin up / spin down): -16.611 / -18.449 eV

```
! wB97M-V def2-TZVPD RIJCOSX def2/J DEFGRID3
* xyz 3 1
H -3.4023 -1.2194 0.9989
O 2.3758 0.3034 -0.3688
H -2.9902 1.1434 1.3074
C -2.8834 -0.7369 0.1661
C -0.7439 -0.0689 0.0178
O 0.4552 -0.0452 0.8078
C 1.2153 -0.0651 -0.3105
H -3.2956 -1.0725 -0.7915
C -2.8051 0.7819 0.2902
O 0.3183 -0.1403 -1.2301
In 3.9635 0.0285 0.2993
H -3.4336 1.3145 -0.4287
O -1.4901 -1.1271 0.2271
O -1.4225 1.0512 -0.0471
*
```

***

(16)
Entry from OMol25: a structure of composition C4H4IrO5 in a non-equilibrium geometry (the ωB97M-V functional and the def2-TZVPD basis).

Summary:
- Gap between HOMO and LUMO (spin up / spin down): 0.3342 / 0.2433 Ha
- <S²>: 6.0159
- E_LUMO (spin up / spin down): -4.988 / -8.407 eV

```
! wB97M-V def2-TZVPD RIJCOSX def2/J DEFGRID3
* xyz 1 5
O 5.0591 3.5866 1.7645
C 3.4964 5.2793 1.4521
C 3.8874 3.0424 1.6225
H 5.4429 5.4875 2.4774
H 3.0682 5.8780 2.2613
C 4.9951 5.0320 1.5892
O 4.1428 0.4324 -0.0925
H 3.1982 5.6846 0.4806
C 3.1915 -0.5738 -0.0293
O 3.1146 -1.5021 -0.8347
Ir 3.5359 1.0217 1.5986
H 5.5721 5.2894 0.6957
O 2.9459 3.9360 1.5660
O 2.3809 -0.3686 0.9741
*
```

***

(17)
Entry from OMol25: a structure of composition C4H4KO in a non-equilibrium geometry (the ωB97M-V functional and the def2-TZVPD basis).

Summary:
- Gap between HOMO and LUMO: 0.3092 Ha
- E_LUMO: -4.156 eV

```
! wB97M-V def2-TZVPD RIJCOSX def2/J DEFGRID3
* xyz 1 1
C -1.1820 0.1638 -0.7704
C 1.6237 0.0399 1.4345
K -1.8253 0.8552 -4.8867
H -1.8325 -0.2171 0.6095
O -1.4678 0.7353 -1.7859
C -0.6115 0.0981 0.4198
C 0.5849 -0.5869 0.8495
H 1.5794 1.0968 1.7080
H 2.4900 -0.5271 1.7772
H 0.6411 -1.6581 0.6445
*
```

***

(18)
Entry from OMol25: a structure of composition C4H4KO5 in a non-equilibrium geometry (the ωB97M-V functional and the def2-TZVPD basis).

Summary:
- Gap between HOMO and LUMO: 0.1386 Ha
- E_LUMO: 1.626 eV

```
! wB97M-V def2-TZVPD RIJCOSX def2/J DEFGRID3
* xyz -1 1
C -1.3701 -0.2782 -3.8326
H 1.9686 -0.7722 1.4710
O -0.9353 0.3192 -1.2615
C -0.0483 0.3801 -0.2609
K 0.2768 2.3015 -2.9277
C 0.8876 -0.9746 1.3732
O -2.2890 -0.7748 -4.3047
H 0.7021 0.9318 2.4580
H 0.6889 -1.9655 1.8077
O -0.7541 0.6390 1.0035
O 0.4742 -0.9642 0.0337
C 0.0491 0.1457 2.0398
H -0.5959 -0.2305 2.8471
O 0.9454 1.2427 -0.4467
*
```

***

(19)
Entry from OMol25: a structure of composition C4H4LiNaO2 in a non-equilibrium geometry (the ωB97M-V functional and the def2-TZVPD basis).

Summary:
- Gap between HOMO and LUMO (spin up / spin down): 0.2544 / 0.2492 Ha
- <S²>: 0.7518
- E_LUMO (spin up / spin down): -3.872 / -4.002 eV

```
! wB97M-V def2-TZVPD RIJCOSX def2/J DEFGRID3
* xyz 1 2
H -1.1481 0.6877 1.8842
H 1.1905 -2.5874 0.3318
C 0.5392 -0.6888 -0.0497
O 1.5428 -1.4050 1.9824
C -0.4195 0.1770 -0.4626
H 1.0446 1.4884 -1.4100
C -0.0360 1.2410 -1.3740
C 1.1474 -1.5643 0.7707
Na 0.8739 -0.8881 3.9144
O -0.8004 1.8087 -2.1571
Li -2.4546 1.8486 -2.9186
H -1.4797 -0.1178 -0.5116
*
```

***

(20)
Entry from OMol25: a structure of composition C4H4MgNaO2 in a non-equilibrium geometry (the ωB97M-V functional and the def2-TZVPD basis).

Summary:
- Gap between HOMO and LUMO (spin up / spin down): 0.2205 / 0.2541 Ha
- <S²>: 0.7633
- E_LUMO (spin up / spin down): -9.392 / -9.698 eV

```
! wB97M-V def2-TZVPD RIJCOSX def2/J DEFGRID3
* xyz 2 2
H -2.5103 0.7271 0.3682
H 0.9299 -1.6645 -1.5292
O 1.6014 0.4866 1.0317
H -0.7880 0.2288 -2.5170
C 0.7554 -1.0151 -0.6781
Mg -0.0187 1.6473 1.2545
O -1.4471 0.0321 -1.8347
Na 3.7635 0.3817 2.5831
C 1.5856 -0.4278 0.1356
H -1.4095 -0.4076 1.3676
C -0.9237 -0.2249 -0.6694
C -1.5384 0.2363 0.4876
*
```